{
  "formula": "C42H61BFeN8S3Se",
  "method": "ωB97M-V/def2-TZVPD",
  "energy_ev": -189372.14344,
  "spin_multiplicity": 5,
  "s2": 6.08,
  "homo_ha": [-0.471, -0.476],
  "total_charge": 2,
  "e_lumo_ev": [-5.82, -6.25],
  "molar_mass_g_mol": 919.824,
  "species": ["Se", "Fe", "S", "S", "S", "N", "N", "N", "N", "N", "N", "N", "N", "C", "C", "C", "C", "C", "C", "C", "C", "C", "C", "C", "C", "C", "C", "C", "C", "C", "C", "C", "C", "C", "C", "C", "C", "C", "C", "C", "C", "C", "C", "C", "C", "C", "C", "C", "C", "C", "C", "C", "C", "C", "C", "B", "H", "H", "H", "H", "H", "H", "H", "H", "H", "H", "H", "H", "H", "H", "H", "H", "H", "H", "H", "H", "H", "H", "H", "H", "H", "H", "H", "H", "H", "H", "H", "H", "H", "H", "H", "H", "H", "H", "H", "H", "H", "H", "H", "H", "H", "H", "H", "H", "H", "H", "H", "H", "H", "H", "H", "H", "H", "H", "H", "H", "H"],
  "xyz": [[-1.363, 1.595, -1.414], [-0.289, 0.363, 0.192], [-0.126, 1.969, 1.708], [1.893, -0.200, -0.125], [-1.331, -1.530, -0.560], [0.583, -2.937, 2.315], [-1.680, -1.372, 2.023], [0.804, 2.750, -2.863], [-2.390, -1.368, 3.135], [0.067, -0.061, 3.286], [-0.255, 1.205, -4.029], [0.194, -0.759, 4.398], [0.752, -1.831, 1.619], [-4.392, -1.855, 4.414], [2.733, -2.698, 0.615], [-1.710, 5.089, -0.850], [1.436, -3.924, 2.236], [-3.542, -1.994, 3.176], [-3.627, -1.121, 5.515], [1.864, -0.734, 7.538], [-5.628, -1.030, 4.021], [-0.159, -4.984, 3.828], [1.078, 3.742, -1.852], [-2.133, -1.942, 0.885], [0.446, 5.093, -2.220], [2.555, -3.828, 1.373], [0.294, -2.401, 6.538], [0.773, 1.668, -4.818], [-3.284, -2.757, 0.905], [-4.246, 1.279, -3.850], [2.329, -5.099, 4.187], [1.445, 2.657, -4.077], [0.899, 3.439, 4.284], [0.527, -0.919, 6.806], [1.779, -1.653, 0.761], [2.546, 3.323, -4.599], [-3.994, -2.766, 2.081], [-1.257, 0.258, -4.460], [-0.212, 1.865, -2.857], [1.185, 1.318, -6.097], [-1.083, 5.087, -2.239], [0.644, 1.983, 4.374], [0.512, -0.144, 5.511], [-4.804, -3.243, 4.926], [2.277, 1.987, -6.605], [3.856, -2.529, -0.340], [2.944, 2.970, -5.870], [-3.697, -3.462, -0.332], [1.260, -6.408, 2.333], [-0.608, -0.361, 7.680], [-2.269, 0.908, -5.413], [0.795, 1.243, 5.518], [1.204, -5.107, 3.141], [0.222, 1.268, 3.225], [-3.182, 1.924, -4.727], [-0.304, -0.753, 1.963], [-2.584, 2.615, -4.124], [-3.806, 0.611, -3.110], [-4.553, -4.103, -0.153], [3.470, -2.415, -1.354], [0.792, 5.832, -1.497], [-5.483, -3.744, 4.244], [3.793, 3.465, -6.314], [0.693, 3.379, -0.893], [-3.351, -0.120, 5.192], [1.997, 0.281, 7.902], [3.268, -4.632, 1.305], [4.524, -3.385, -0.314], [-2.870, -4.056, -0.722], [2.258, -6.596, 1.947], [-0.615, -2.540, 5.960], [-3.928, -3.871, 5.075], [1.136, 1.717, 6.425], [-1.418, 5.979, -2.768], [0.815, 5.387, -3.205], [-0.240, -4.032, 4.343], [-4.803, 2.045, -3.317], [-3.681, 2.513, -5.498], [-6.244, -0.868, 4.900], [-0.745, -0.566, -4.965], [-2.793, 5.139, -0.932], [2.167, -5.894, 4.908], [1.883, -1.396, 8.401], [-6.229, -1.537, 3.272], [-1.463, 4.187, -0.287], [-4.247, -1.043, 6.405], [0.676, 0.560, -6.668], [-5.330, -0.061, 3.626], [0.988, -7.245, 2.970], [-5.313, -3.144, 5.880], [-0.589, -0.852, 8.648], [-1.764, -0.133, -3.573], [-2.876, 0.114, -5.852], [0.560, -6.376, 1.501], [-1.450, 4.225, -2.805], [-3.951, -2.732, -1.100], [-1.573, -0.542, 7.219], [0.015, 3.947, 3.902], [1.124, -2.815, 5.974], [-1.371, 5.947, -0.277], [-1.725, 1.400, -6.222], [-4.907, -3.331, 2.154], [-2.725, -1.672, 5.763], [1.704, 3.624, 3.573], [2.163, 3.850, -1.780], [3.298, -5.256, 3.720], [4.406, -1.616, -0.114], [2.628, 1.747, -7.595], [3.069, 4.079, -4.038], [2.707, -0.986, 6.897], [-0.281, -5.788, 4.549], [-0.963, -5.050, 3.098], [-0.503, 0.708, 7.842], [-4.947, 0.707, -4.453], [0.205, -2.943, 7.474], [2.353, -4.150, 4.718], [1.168, 3.856, 5.249]]
}

{
  "formula": "CH6NO2",
  "method": "ωB97M-V/def2-TZVPD",
  "energy_ev": -6718.25829,
  "spin_multiplicity": 1,
  "homo_ha": -0.091,
  "total_charge": -1,
  "e_lumo_ev": 4.68,
  "molar_mass_g_mol": 64.064,
  "species": ["O", "O", "N", "C", "H", "H", "H", "H", "H", "H"],
  "xyz": [[0.164, 1.486, 2.417], [0.550, -1.629, -1.595], [-0.113, 0.724, -0.363], [-0.345, -0.654, -0.658], [0.046, 1.179, 1.420], [0.710, -0.843, -2.168], [-0.275, -1.273, 0.264], [-1.318, -0.912, -1.137], [0.204, 1.189, -1.188], [0.376, 0.733, 3.008]]
}

{
  "formula": "C8H13N3O2",
  "method": "ωB97M-V/def2-TZVPD",
  "energy_ev": -17068.95040,
  "spin_multiplicity": 1,
  "homo_ha": -0.223,
  "e_lumo_ev": 0.64,
  "molar_mass_g_mol": 183.211,
  "species": ["O", "O", "N", "N", "N", "C", "C", "C", "C", "C", "C", "C", "C", "H", "H", "H", "H", "H", "H", "H", "H", "H", "H", "H", "H", "H"],
  "xyz": [[1.142, 3.074, 0.902], [2.755, 2.394, -0.638], [1.394, -1.207, 0.904], [-0.857, 0.381, -0.131], [2.714, -0.291, -0.713], [-1.476, -0.936, -0.447], [-0.765, 0.356, 1.379], [0.473, 0.571, -0.638], [1.891, 2.750, 0.071], [2.714, -1.690, 0.969], [3.481, -1.151, -0.057], [-1.592, 1.541, -0.678], [1.452, -0.333, -0.134], [-1.213, 2.462, -0.370], [-1.662, 0.215, 1.908], [0.671, 0.748, -1.659], [-0.304, 1.235, 1.826], [3.072, -2.421, 1.558], [-2.695, 1.657, -0.269], [-2.370, -1.200, 0.161], [-1.626, -0.897, -1.507], [3.063, 0.219, -1.474], [0.060, -0.426, 1.519], [-0.792, -1.730, -0.341], [4.455, -1.327, -0.422], [-1.740, 1.632, -1.819]]
}

{
  "formula": "CH6ClN4",
  "method": "ωB97M-V/def2-TZVPD",
  "energy_ev": -19606.81276,
  "spin_multiplicity": 1,
  "homo_ha": [-0.526, -0.526],
  "total_charge": 1,
  "e_lumo_ev": [-6.74, -6.74],
  "molar_mass_g_mol": 109.540,
  "species": ["Cl", "N", "N", "N", "N", "C", "H", "H", "H", "H", "H", "H"],
  "xyz": [[2.549, 0.032, 0.472], [-1.731, 0.387, 0.462], [0.885, 1.630, -0.870], [0.203, -0.443, -0.666], [0.434, -1.577, -0.246], [1.094, 0.531, -0.423], [-1.705, -0.400, 1.158], [-0.316, -2.354, -0.306], [1.405, 2.468, -0.617], [1.176, -1.688, 0.608], [-1.712, 1.351, 0.685], [-2.282, 0.063, -0.257]]
}